DFT (ωB97M-V with the def2-TZVPD basis set) results for C15H13I2NO7RuS2V as an isolated structure at a distorted geometry.

```
! RIJCOSX wB97M-V def2-TZVPD def2/J DEFGRID3
* xyz 4 8
I 3.960 -1.195 -1.196
I 3.960 1.496 -1.182
Ru -0.381 -1.409 -0.454
V -0.369 1.667 -0.474
S 0.452 0.134 -2.042
S 0.811 1.284 2.303
O -1.209 -3.261 1.800
O 1.742 -2.100 1.435
O 1.290 2.614 2.283
O -0.636 1.136 2.464
O -1.905 3.551 -2.294
O -1.896 -3.257 -2.287
O -1.234 3.582 1.805
N 1.135 0.135 1.059
C -0.883 2.825 0.994
C -1.877 0.144 -3.675
C 0.705 -1.854 4.440
C 1.048 -0.941 3.430
C 0.168 1.398 -4.451
C -1.310 -2.526 -1.599
C 0.944 0.386 3.857
C 0.454 0.881 5.052
C -0.891 -2.535 0.961
C 1.382 -1.008 1.905
C 0.125 -0.065 6.011
C 0.170 -1.107 -4.452
C -1.317 2.819 -1.611
C -0.356 0.144 -3.754
C 0.249 -1.419 5.691
H -2.260 1.030 -3.157
H -0.162 -2.026 -3.953
H -0.166 2.315 -3.952
H -0.077 -2.135 6.465
H 1.267 -1.110 -4.482
H 0.732 -2.918 4.209
H -2.283 0.144 -4.698
H 1.265 1.401 -4.481
H -0.206 1.416 -5.481
H -2.258 -0.745 -3.159
H -0.205 -1.127 -5.482
H 0.295 1.941 5.192
H -0.274 0.295 6.961
*
```

Values from the calculation:
E_LUMO (alpha / beta)   -14.475 / -16.349 eV
Highest occupied orbital energy (alpha / beta)   -22.26 / -22.08 eV
Max |F|   9.0 eV/Å
Electronic energy   -97677.7148 eV
Frontier orbital gap (alpha / beta)   7.8 / 5.7 eV

---

DFT (ωB97M-V with the def2-TZVPD basis set) results for an isolated ion of composition C3H8N5 and charge +1 at a distorted geometry.

```
! RIJCOSX wB97M-V def2-TZVPD def2/J DEFGRID3
* xyz 1 1
N 0.540 0.173 0.081
N -0.133 1.412 0.150
N -2.837 -0.687 -0.071
N -0.368 -0.864 -0.032
N -1.342 1.212 0.028
C 1.400 0.223 -1.196
C -1.580 -0.194 -0.015
C 1.409 -0.050 1.274
H 2.271 0.675 1.097
H 0.598 0.602 -1.856
H 2.101 0.983 -1.206
H 1.720 -1.117 1.103
H 1.833 -0.751 -1.525
H -3.491 -0.017 0.089
H -3.139 -1.713 -0.161
H 1.019 0.114 2.241
*
```

Values from the calculation:
ΔE to the lowest compared entry with this formula, charge and spin   76.78 kcal/mol
E_LUMO   -5.441 eV
Highest occupied orbital energy   -14.71 eV
Max |F|   4.8 eV/Å
Electronic energy   -10681.1510 eV
Frontier orbital gap   9.3 eV
SMILES string   C[N+]1(C)N=NC(N)=N1

---

Which value of electronic energy does entry 1 give? -97677.7148 eV